Entry 1:
DFT (ωB97M-V with the def2-TZVPD basis set) results for C4H5N3S in the gas phase in a non-equilibrium geometry.

Cartesian coordinates (Å):
C -2.134 -0.665 0.115
N -1.630 0.635 0.078
C -0.406 0.875 -0.004
N 0.662 -0.161 -0.141
C 1.903 -0.040 -0.064
S 2.960 -1.482 0.086
C 2.499 1.167 -0.093
N 3.186 2.159 0.187
H -3.252 -0.560 -0.097
H -1.824 -1.417 -0.612
H -2.212 -1.328 1.149
H -0.081 1.864 -0.068
H 0.328 -1.047 -0.534

As for the frontier orbital gap: 7.53 eV. The value obtained for the total energy is -19531.1966 eV. Its SMILES is C/N=C\NC(=S)C#N. Its LUMO energy is -1.6 eV. The energy above the lowest of the compared OMol25 structures with the same formula, charge and spin comes out at 355.5 kJ/mol. The value obtained for the molar mass is 127.17 g mol⁻¹.

=====

Entry 2:
DFT (ωB97M-V with the def2-TZVPD basis set) results for a 3-piece molecular cluster, C4H14NO2 overall in a non-equilibrium geometry.

Cartesian coordinates (Å):
C 0.575 -1.109 0.829
C 1.734 -1.029 -0.155
C 1.448 0.084 -1.179
C 2.240 1.146 -1.312
N 0.301 0.259 1.401
H 0.833 -1.840 1.594
H -0.361 -1.454 0.392
H 1.842 -1.935 -0.753
H 2.695 -0.746 0.275
H 0.504 -0.007 -1.714
H 2.033 2.112 -1.751
H 3.137 1.134 -0.693
H -0.578 0.671 1.021
H 1.072 0.873 1.105
H 0.343 0.229 2.421
H -4.337 -0.578 -0.946
H -3.080 -1.501 -0.867
O -3.436 -0.660 -0.602
H -2.637 2.036 0.729
H -2.381 0.872 -0.219
O -1.945 1.442 0.422

As for the frontier orbital gap: 10.82 eV. The value obtained for the total energy is -9953.5510 eV. Its LUMO energy is -2.9 eV. The energy above the lowest of the compared OMol25 structures with the same formula, charge and spin comes out at 116.7 kJ/mol. The value obtained for the molar mass is 108.16 g mol⁻¹. Its net charge is +1.

=====

Entry 3:
DFT (ωB97M-V with the def2-TZVPD basis set) results for C4H7N3O2 in the gas phase in a non-equilibrium geometry.

Cartesian coordinates (Å):
H 1.183 -0.230 2.855
N 0.637 -0.493 2.122
N -0.083 0.392 1.726
C -0.902 -0.481 0.359
O -2.207 -0.305 0.672
O -0.321 -1.637 0.350
C -0.532 0.485 -0.788
C 0.853 0.143 -1.356
C 1.503 1.337 -1.945
N 1.935 2.303 -2.375
H -2.487 -0.704 1.596
H -0.055 -1.765 1.260
H -0.420 1.443 -0.226
H -1.259 0.492 -1.573
H 1.456 -0.313 -0.526
H 0.697 -0.668 -2.150

As for the frontier orbital gap: 9.82 eV. The value obtained for the total energy is -12823.8723 eV. Its SMILES is [H]/N=N/C(O)(O)CCC#N. Its LUMO energy is 0.5 eV. The energy above the lowest of the compared OMol25 structures with the same formula, charge and spin comes out at 352.9 kJ/mol. The value obtained for the molar mass is 129.12 g mol⁻¹.

=====

Entry 4:
DFT (ωB97M-V with the def2-TZVPD basis set) results for C32H53N4RuSSi4Te as an isolated structure.

Cartesian coordinates (Å):
Ru 0.029 1.013 -0.082
N 3.978 1.893 1.118
C 4.977 1.766 0.117
C 6.308 1.933 0.458
C 7.289 1.796 -0.513
C 6.938 1.469 -1.813
C 5.603 1.282 -2.146
C 4.622 1.445 -1.183
S 2.926 1.291 -1.656
N 2.155 1.117 -0.138
C 2.709 1.482 0.982
C 1.847 1.402 2.184
C 2.337 1.458 3.477
C 1.469 1.296 4.546
C 0.134 1.058 4.278
C -0.288 1.005 2.962
N 0.538 1.190 1.929
H 4.287 2.221 2.017
H 6.582 2.171 1.479
H 8.327 1.938 -0.246
H 7.698 1.356 -2.574
H 5.329 1.017 -3.160
H 3.392 1.598 3.664
H 1.837 1.336 5.562
H -0.588 0.902 5.067
H -1.319 0.800 2.723
C -2.786 -0.709 -1.813
Si -2.337 1.109 -1.816
C -0.636 1.286 -2.624
C -3.710 2.048 -2.659
C -1.964 1.771 -0.069
C -1.454 3.155 -0.246
C -2.085 4.392 -0.297
C -1.297 5.524 -0.430
C 0.089 5.417 -0.503
C 0.659 4.162 -0.440
N -0.112 3.082 -0.319
Si -3.342 1.641 1.235
C -3.041 2.930 2.576
C -5.046 2.002 0.542
C -3.411 -0.118 1.901
H -3.060 -1.000 -2.830
H -3.653 -0.910 -1.180
H -1.968 -1.358 -1.495
H -0.607 0.705 -3.546
H 0.241 0.874 -2.053
H -0.376 2.321 -2.837
H -3.699 1.835 -3.732
H -3.632 3.129 -2.543
H -4.678 1.725 -2.276
H -3.162 4.464 -0.230
H -1.763 6.500 -0.474
H 0.713 6.291 -0.613
H 1.729 4.002 -0.504
H -3.570 3.849 2.316
H -1.993 3.203 2.727
H -3.446 2.599 3.535
H -5.122 2.963 0.031
H -5.736 2.033 1.390
H -5.408 1.225 -0.135
H -2.451 -0.634 1.910
H -4.084 -0.707 1.274
H -3.815 -0.149 2.915
C -0.317 -4.013 -2.935
Si 1.235 -2.981 -2.768
C 1.051 -1.403 -3.752
C 2.713 -3.969 -3.339
C 1.684 -2.523 -0.971
Te 0.451 -1.610 0.514
C -1.214 -2.933 0.382
Si -1.240 -4.148 1.847
C -2.712 -5.265 1.593
C 0.371 -5.096 1.831
C -1.404 -3.142 3.422
H -0.397 -4.320 -3.981
H -1.239 -3.480 -2.698
H -0.273 -4.927 -2.338
H 0.647 -1.610 -4.744
H 2.010 -0.896 -3.876
H 0.365 -0.714 -3.252
H 2.613 -4.237 -4.392
H 2.814 -4.897 -2.773
H 3.643 -3.407 -3.229
H 2.553 -1.857 -1.011
H 2.023 -3.419 -0.444
H -1.111 -3.447 -0.570
H -2.121 -2.334 0.329
H -2.597 -5.871 0.692
H -3.639 -4.697 1.498
H -2.828 -5.948 2.436
H 0.490 -5.666 0.907
H 0.402 -5.809 2.657
H 1.239 -4.441 1.945
H -2.283 -2.495 3.396
H -0.519 -2.524 3.598
H -1.512 -3.805 4.282

As for the frontier orbital gap (alpha / beta): 6.99 / 5.96 eV. Its multiplicity is 2. The value obtained for the total energy is -92216.5603 eV. Its LUMO energy (alpha / beta) is -6.1 / -7.1 eV. The energy above the lowest of the compared OMol25 structures with the same formula, charge and spin comes out at 0.0 kJ/mol. The value obtained for the molar mass is 866.88 g mol⁻¹. Its net charge is +2. As for the expectation value of S²: 0.76.

=====

Entry 5:
DFT (ωB97M-V with the def2-TZVPD basis set) results for an isolated ion of composition CF4NO and charge +1 in a non-equilibrium geometry.

Cartesian coordinates (Å):
C -0.046 0.634 -0.711
N 0.021 -0.425 0.590
O -0.874 0.326 -1.590
F 0.887 1.515 -0.601
F -0.985 -0.244 1.452
F -0.128 -1.668 0.209
F 1.262 -0.373 1.107

As for the frontier orbital gap (alpha / beta): 8.88 / 9.39 eV. Its multiplicity is 3. The value obtained for the total energy is -15423.1837 eV. Its LUMO energy (alpha / beta) is -5.6 / -11.3 eV. The value obtained for the molar mass is 118.01 g mol⁻¹. Its net charge is +1. As for the expectation value of S²: 2.00.

=====

Entry 6:
DFT (ωB97M-V with the def2-TZVPD basis set) results for a 3-piece molecular cluster, C7H17NO overall in a non-equilibrium geometry.

Cartesian coordinates (Å):
C 0.667 -0.781 -0.178
C -1.969 -0.838 -0.196
C -0.162 0.306 0.161
C 2.132 0.538 0.788
C -3.160 0.072 -0.340
C -0.229 1.522 -0.721
C 3.258 0.695 -0.203
N 0.693 -1.985 0.463
O -2.052 -1.648 0.984
H -2.337 -1.082 1.711
H 1.020 -0.813 -1.206
H -1.866 -1.532 -1.031
H -0.441 0.424 1.203
H 0.721 -2.809 -0.116
H 0.051 -2.079 1.244
H 2.334 -0.176 1.583
H 1.843 1.481 1.251
H -3.144 0.873 0.411
H -3.159 0.548 -1.321
H -4.113 -0.464 -0.222
H 0.363 2.339 -0.307
H 0.140 1.311 -1.725
H -1.253 1.880 -0.813
H 4.168 1.112 0.249
H 3.522 -0.266 -0.653
H 2.974 1.372 -1.014

As for the frontier orbital gap (alpha / beta): 7.12 / 7.12 eV. The value obtained for the total energy is -11067.8106 eV. Its LUMO energy (alpha / beta) is 1.0 / 1.0 eV. The energy above the lowest of the compared OMol25 structures with the same formula, charge and spin comes out at 514.0 kJ/mol. The value obtained for the molar mass is 131.22 g mol⁻¹.